Entry 1:
57
Properties=species:S:1:pos:R:3 method="wB97M-V/def2-TZVPD" total_charge=+1 orbital_gap_ha=0.1761 fmax_ev_per_a=2.178 e_above_lowest_kcal_mol=0.0 lumo_energy_ev=-5.12
C 1.660 1.361 3.093
Si 0.309 0.572 2.087
C -0.538 1.756 0.931
C 0.692 -0.875 0.962
O -0.769 0.084 3.315
C -1.815 -0.759 3.299
C -1.797 -2.112 3.004
C -3.193 -2.565 2.706
C -4.013 -1.295 2.885
C -5.318 -1.018 2.482
C -5.825 0.287 2.645
C -5.025 1.303 3.208
C -3.701 1.030 3.567
C -3.201 -0.261 3.350
H 2.501 1.668 2.456
H 1.273 2.256 3.605
H 2.030 0.673 3.868
H 0.155 2.022 0.121
H -1.418 1.268 0.496
H -0.854 2.664 1.454
H 1.327 -0.505 0.145
H 1.185 -1.737 1.414
H -0.253 -1.225 0.525
H -0.899 -2.717 2.954
H -3.357 -2.939 1.689
H -3.492 -3.363 3.399
H -5.949 -1.794 2.035
H -6.849 0.517 2.337
H -5.430 2.308 3.349
H -3.025 1.764 4.001
C 2.882 -4.740 9.682
C 2.417 -3.486 9.270
C 2.502 -3.136 7.926
C 3.041 -4.055 6.988
C 2.880 -3.901 5.567
O 3.728 -4.685 4.847
C 3.981 -4.388 3.514
C 3.289 -3.319 2.897
C 3.869 -2.856 1.677
C 5.138 -3.284 1.293
C 5.791 -4.329 1.963
C 5.148 -4.961 3.017
C 2.177 -2.757 3.592
C 1.951 -3.097 4.913
C 3.734 -5.183 7.474
C 3.587 -5.563 8.798
H 2.738 -5.071 10.703
H 1.961 -2.807 9.988
H 2.143 -2.181 7.545
H 3.309 -2.121 1.088
H 5.658 -2.781 0.474
H 6.781 -4.671 1.656
H 5.557 -5.820 3.536
H 1.608 -1.923 3.187
H 1.104 -2.729 5.475
H 4.297 -5.806 6.783
H 4.011 -6.513 9.115

***

Entry 2:
9
Properties=species:S:1:pos:R:3 method="wB97M-V/def2-TZVPD" total_charge=-2 orbital_gap_ha=0.2341 fmax_ev_per_a=2.123 e_above_lowest_kcal_mol=42.2 lumo_energy_ev=6.84
O -1.206 2.049 0.404
O -0.892 0.870 -1.830
O 1.110 1.261 -0.277
O -1.705 -1.593 1.490
Si -0.748 -1.069 0.424
P -0.495 0.991 -0.384
H 1.598 0.465 0.026
H -0.217 -2.058 -0.541
H 2.556 -0.914 0.688

***

Entry 3:
123
Properties=species:S:1:pos:R:3 method="wB97M-V/def2-TZVPD" orbital_gap_ha=0.2419 fmax_ev_per_a=15.943 e_above_lowest_kcal_mol=95.4 lumo_energy_ev=-2.38
C 1.502 -0.645 -0.015
C 0.196 -0.635 0.711
O -0.671 -1.544 0.556
N -0.175 0.474 1.625
H 0.736 0.856 1.969
H -0.281 1.201 0.957
C -1.310 0.268 2.528
H 1.446 -1.577 -0.747
H 2.280 -0.678 0.768
H 1.601 0.234 -0.816
H -1.275 0.988 3.259
H -1.095 -0.606 3.232
H -2.254 0.001 2.150
O -0.449 2.554 -0.037
H -0.541 2.910 -0.743
C -5.003 2.438 -1.595
C -3.995 2.183 -0.476
C -4.803 1.492 0.723
O -2.867 1.432 -0.968
H -5.693 3.258 -1.022
H -5.503 1.539 -1.743
H -4.539 3.068 -2.422
H -3.708 3.105 0.089
H -5.745 1.794 0.986
H -4.381 1.873 1.578
H -4.686 0.545 0.618
H -2.105 1.963 -0.581
C 1.609 0.657 5.136
C 2.613 0.344 4.034
C 2.645 -1.106 3.588
O 2.193 1.205 2.947
H 1.610 -0.150 5.880
H 0.621 0.407 4.777
H 1.848 1.560 5.811
H 3.494 0.642 4.243
H 3.032 -1.273 2.679
H 1.522 -1.604 3.528
H 3.344 -1.776 4.207
H 2.615 1.968 3.170
C -2.450 0.217 6.043
C -2.406 -1.372 6.074
C -3.664 -1.814 5.332
O -1.316 -1.860 5.318
H -2.370 0.690 5.032
H -1.745 0.457 6.534
H -3.213 0.304 6.634
H -2.341 -1.617 7.189
H -3.520 -1.680 4.361
H -4.598 -1.188 5.818
H -3.938 -2.949 5.441
H -0.980 -2.691 5.837
C 0.118 -3.730 -2.127
C -1.096 -4.684 -2.177
C -0.876 -6.011 -2.650
O -1.494 -4.688 -0.756
H -0.022 -2.707 -1.629
H 0.332 -3.712 -3.174
H 1.264 -4.141 -1.781
H -1.940 -3.973 -2.560
H -0.100 -6.538 -1.869
H -0.355 -5.862 -3.678
H -1.641 -6.627 -2.628
H -1.623 -3.731 -0.622
C 3.346 4.067 -2.338
C 2.726 3.082 -1.292
C 3.966 2.323 -0.668
O 2.048 3.787 -0.221
H 4.333 4.470 -2.187
H 2.906 5.107 -2.577
H 3.586 3.489 -3.287
H 1.881 2.682 -1.773
H 4.571 2.900 -0.076
H 4.616 1.783 -1.288
H 3.597 1.450 0.084
H 1.259 3.396 -0.069
C -2.992 4.998 3.529
C -1.978 4.705 2.459
C -0.657 5.311 2.924
O -1.837 3.369 2.232
H -2.661 5.950 3.834
H -2.945 4.288 4.396
H -4.199 4.802 3.112
H -2.414 5.186 1.610
H -0.372 5.120 4.009
H -0.587 6.384 2.804
H 0.133 5.039 2.393
H -1.386 3.221 1.389
C -2.419 -0.713 -4.205
C -3.322 -1.225 -3.123
C -4.083 -2.395 -3.618
O -2.571 -1.507 -1.953
H -1.384 -1.049 -3.925
H -2.191 0.253 -3.681
H -2.927 -0.487 -5.103
H -4.302 -0.486 -2.752
H -3.497 -3.162 -4.216
H -5.063 -2.125 -4.182
H -4.450 -2.856 -2.599
H -2.295 -0.723 -1.536
C 2.322 -1.458 -5.680
C 2.883 -1.071 -7.063
C 3.142 0.345 -7.250
O 3.522 0.757 -8.315
C 2.702 1.292 -6.175
C 2.077 0.910 -4.867
C 1.957 -0.549 -4.583
O 1.470 -1.028 -3.568
H 2.074 -2.618 -5.464
H 2.984 -1.794 -7.641
H 2.748 2.550 -6.487
H 1.717 1.571 -4.088
C 4.641 -2.047 -1.910
C 5.024 -1.860 -0.348
C 5.269 -3.093 0.558
O 5.475 -2.985 1.704
C 5.117 -4.441 -0.120
C 4.660 -4.529 -1.495
C 4.532 -3.379 -2.429
O 4.248 -3.590 -3.618
H 4.411 -1.193 -2.415
H 5.008 -0.746 -0.064
H 5.380 -5.352 0.529
H 4.349 -5.587 -1.866

***

Entry 4:
80
Properties=species:S:1:pos:R:3 method="wB97M-V/def2-TZVPD" total_charge=-1 orbital_gap_ha="0.1776 / 0.2559" fmax_ev_per_a=0.170 e_above_lowest_kcal_mol=3.4 lumo_energy_ev="2.58 / 2.08" multiplicity=3
Pt -1.135 -0.680 -0.206
C -1.154 -3.308 2.056
C -2.307 -2.308 2.066
As -3.878 -0.209 1.025
C -5.527 -0.524 0.014
C -6.220 -1.718 0.210
C -7.436 -1.950 -0.414
C -7.994 -0.980 -1.236
C -7.329 0.224 -1.416
C -6.107 0.449 -0.795
C -2.997 1.092 -0.166
C -2.297 2.138 0.450
C -1.635 3.094 -0.303
C -1.677 3.039 -1.690
C -2.398 2.035 -2.318
C -3.051 1.067 -1.567
As 0.502 -2.528 1.327
C 1.687 -3.946 2.052
C 1.937 -3.936 3.423
C 2.769 -4.879 4.008
C 3.382 -5.845 3.221
C 3.154 -5.856 1.853
C 2.313 -4.914 1.273
C 0.525 -3.133 -0.536
C -0.285 -4.139 -1.059
C -0.177 -4.507 -2.393
C 0.752 -3.885 -3.217
C 1.572 -2.890 -2.703
C 1.455 -2.516 -1.373
H -1.399 -4.224 1.516
H -0.901 -3.604 3.077
H -2.007 -1.453 2.679
H -3.162 -2.756 2.595
H -5.800 -2.487 0.847
H -7.945 -2.894 -0.262
H -8.942 -1.160 -1.728
H -7.759 0.993 -2.047
H -5.602 1.395 -0.951
H -2.261 2.181 1.533
H -1.067 3.873 0.190
H -1.133 3.766 -2.279
H -2.429 1.987 -3.400
H -3.622 0.297 -2.068
H 1.476 -3.175 4.046
H 2.945 -4.855 5.077
H 4.038 -6.580 3.672
H 3.631 -6.604 1.231
H 2.142 -4.940 0.203
H -1.026 -4.630 -0.442
H -0.833 -5.273 -2.789
H 0.829 -4.169 -4.260
H 2.286 -2.383 -3.340
H 2.071 -1.711 -0.989
C -2.691 -1.779 0.676
C -3.279 -2.828 -0.220
C -3.744 -4.059 0.255
C -4.278 -5.019 -0.598
C -4.374 -4.778 -1.959
C -3.917 -3.562 -2.454
C -3.376 -2.617 -1.602
H -3.695 -4.283 1.313
H -4.621 -5.963 -0.188
H -4.789 -5.525 -2.624
H -3.969 -3.355 -3.516
H -2.980 -1.695 -2.008
N 4.256 3.574 -2.276
C 3.356 2.835 -3.070
O 3.450 2.916 -4.302
C 2.366 2.059 -2.383
C 1.471 1.227 -3.120
C 0.532 0.480 -2.481
N 0.362 0.468 -1.122
C 1.219 1.247 -0.405
C 2.191 2.022 -0.964
H 5.055 3.860 -2.822
H 4.513 3.149 -1.399
H 1.550 1.197 -4.198
H -0.145 -0.158 -3.037
H 1.076 1.224 0.669
H 2.795 2.629 -0.300

***

Entry 5:
22
Properties=species:S:1:pos:R:3 method="wB97M-V/def2-TZVPD" total_charge=-1 orbital_gap_ha="0.0858 / 0.3264" fmax_ev_per_a=1.945 e_above_lowest_kcal_mol=29.3 lumo_energy_ev="3.93 / 4.00" multiplicity=2
C -1.316 -2.716 -0.824
C -1.179 -1.367 -1.523
C -0.069 -0.542 -0.913
C -0.229 -0.090 0.507
C -1.374 -0.071 1.205
C 2.240 2.836 0.856
C 1.017 2.003 0.692
C 0.912 0.718 1.035
H -0.438 -2.984 -0.228
H -1.521 -3.525 -1.534
H -2.085 -2.820 -0.050
H -2.114 -0.831 -1.585
H -0.829 -1.583 -2.540
H 0.324 0.327 -1.479
H 0.853 -1.142 -0.978
H -1.566 0.314 2.191
H -2.208 -0.536 0.674
H 2.172 3.766 1.449
H 2.533 3.298 -0.096
H 3.017 2.260 1.348
H 0.169 2.408 0.151
H 1.690 0.277 1.643

***

Entry 6:
50
Properties=species:S:1:pos:R:3 method="wB97M-V/def2-TZVPD" orbital_gap_ha=0.3022 fmax_ev_per_a=0.815 e_above_lowest_kcal_mol=51.8 lumo_energy_ev=0.54 smiles="C[C@@H](NS(C)(=O)=O)[C@H](c1cccs1)N1CCN(c2ccccc2)CC1"
C -1.357 3.370 2.067
C -0.941 1.990 1.568
N -2.053 1.308 0.945
S -2.368 -0.285 1.315
C -1.731 -1.123 -0.139
O -1.603 -0.676 2.467
O -3.795 -0.428 1.360
C 0.257 2.099 0.581
C -0.188 2.823 -0.649
C -1.050 2.421 -1.622
C -1.260 3.404 -2.615
C -0.557 4.541 -2.386
S 0.384 4.432 -0.951
N 0.804 0.782 0.259
C 1.331 0.103 1.445
C 2.369 -0.955 1.037
N 2.037 -1.563 -0.223
C 1.286 -2.718 -0.312
C 0.679 -3.314 0.800
C -0.023 -4.497 0.672
C -0.153 -5.118 -0.558
C 0.444 -4.540 -1.666
C 1.157 -3.364 -1.548
C 2.047 -0.605 -1.309
C 1.819 0.821 -0.784
H -1.699 3.989 1.240
H -2.165 3.273 2.789
H -0.520 3.868 2.550
H -0.629 1.383 2.424
H -2.899 1.845 0.864
H -1.634 -2.179 0.076
H -0.764 -0.675 -0.337
H -2.433 -0.955 -0.944
H 1.028 2.717 1.083
H -1.517 1.454 -1.625
H -1.909 3.267 -3.462
H -0.528 5.440 -2.967
H 1.808 0.821 2.134
H 0.498 -0.378 1.961
H 2.459 -1.716 1.811
H 3.356 -0.491 0.923
H 0.724 -2.845 1.770
H -0.486 -4.929 1.547
H -0.707 -6.039 -0.652
H 0.363 -5.015 -2.633
H 1.641 -2.953 -2.421
H 1.247 -0.852 -2.012
H 3.005 -0.640 -1.847
H 2.762 1.261 -0.417
H 1.467 1.441 -1.609

***

Entry 7:
126
Properties=species:S:1:pos:R:3 method="wB97M-V/def2-TZVPD" orbital_gap_ha=0.2789 fmax_ev_per_a=0.954 lumo_energy_ev=-1.26
C 6.521 1.559 2.409
C 6.539 1.847 0.896
C 6.965 3.268 0.544
C 5.955 4.361 0.948
C 4.716 4.316 0.051
C 3.334 4.707 0.646
C 3.268 5.011 2.138
C 3.268 3.773 3.025
C 2.031 2.859 2.891
C 0.636 3.477 2.888
C -0.312 3.106 1.838
C 0.066 2.183 0.701
C 0.259 2.935 -0.600
O 0.306 4.107 -0.763
Br 0.419 1.698 -2.091
C -1.598 3.553 1.816
P -2.797 3.001 0.564
O -2.473 3.475 -0.785
O -4.247 3.406 1.058
O -2.889 1.410 0.648
C -2.020 4.461 2.827
N -3.220 5.032 2.964
S -3.157 5.925 4.288
N -1.660 5.668 4.749
C -1.101 4.840 3.857
C 0.237 4.326 3.889
P 1.418 4.780 5.245
O 0.580 5.795 6.172
O 1.345 3.428 6.170
H 6.960 0.583 2.615
H 5.506 1.502 2.797
H 7.097 2.295 2.968
H 5.570 1.587 0.471
H 7.257 1.167 0.436
H 7.945 3.461 0.981
H 7.056 3.324 -0.545
H 5.743 4.215 2.006
H 6.488 5.305 0.842
H 4.904 4.997 -0.780
H 4.628 3.335 -0.416
H 2.622 3.923 0.409
H 2.969 5.586 0.116
H 4.095 5.666 2.415
H 2.358 5.583 2.337
H 4.119 3.156 2.731
H 3.466 4.071 4.051
H 2.199 2.242 2.026
H 2.053 2.173 3.744
H -0.702 1.432 0.527
H 0.978 1.623 0.854
H -4.349 4.367 1.076
H -2.861 1.090 1.560
H 0.985 6.665 6.121
H 2.111 2.899 5.920
C 0.513 -5.939 -0.836
C -0.105 -6.771 -1.764
C -1.152 -6.296 -2.536
C -1.594 -4.989 -2.376
C -0.987 -4.159 -1.430
C 0.073 -4.637 -0.668
C -1.470 -2.766 -1.208
O -0.941 -2.043 -0.388
C -2.628 -2.295 -2.019
C -3.127 -1.020 -1.795
C -4.193 -0.550 -2.543
C -4.762 -1.354 -3.525
C -4.272 -2.631 -3.749
C -3.209 -3.109 -2.993
C -2.713 -4.494 -3.230
O -3.205 -5.200 -4.085
H 1.334 -6.309 -0.236
H 0.233 -7.792 -1.885
H -1.636 -6.932 -3.264
H 0.544 -3.987 0.056
H -2.677 -0.396 -1.036
H -4.578 0.446 -2.364
H -5.590 -0.984 -4.114
H -4.709 -3.265 -4.508
C -3.143 4.395 -3.953
C -1.852 4.105 -4.381
C -1.642 3.516 -5.616
C -2.725 3.206 -6.430
C -4.024 3.480 -5.993
C -4.226 4.083 -4.758
C -5.205 3.118 -6.824
O -6.335 3.357 -6.451
C -4.959 2.441 -8.131
C -6.045 2.045 -8.902
C -5.838 1.426 -10.122
C -4.544 1.206 -10.582
C -3.458 1.593 -9.816
C -3.661 2.205 -8.585
C -2.476 2.587 -7.762
O -1.349 2.394 -8.167
H -3.297 4.852 -2.986
H -1.011 4.334 -3.740
H -0.641 3.287 -5.955
H -5.234 4.298 -4.432
H -7.047 2.225 -8.536
H -6.685 1.115 -10.719
H -4.384 0.727 -11.539
H -2.448 1.423 -10.162
C -2.227 -8.238 4.670
C -2.020 -7.559 3.474
C -0.790 -6.983 3.206
C 0.237 -7.077 4.138
C 0.023 -7.743 5.346
C -1.209 -8.330 5.604
C 1.095 -7.822 6.380
O 0.913 -8.405 7.427
C 2.396 -7.155 6.087
C 3.394 -7.169 7.053
C 4.613 -6.566 6.796
C 4.845 -5.952 5.569
C 3.853 -5.931 4.604
C 2.623 -6.525 4.861
C 1.558 -6.466 3.821
O 1.754 -5.934 2.749
H -3.187 -8.694 4.874
H -2.820 -7.480 2.750
H -0.617 -6.457 2.277
H -1.362 -8.852 6.538
H 3.206 -7.652 8.002
H 5.388 -6.575 7.551
H 5.801 -5.488 5.369
H 4.021 -5.454 3.649

***

Entry 8:
16
Properties=species:S:1:pos:R:3 method="wB97M-V/def2-TZVPD" orbital_gap_ha=0.3645 fmax_ev_per_a=0.749 e_above_lowest_kcal_mol=14.1 lumo_energy_ev=0.54 smiles="NC(=O)CCCO"
N -1.662 -1.100 -0.016
C -1.658 -0.068 -0.886
O -2.605 0.191 -1.621
C -0.368 0.767 -0.928
C 0.480 1.033 0.353
C 1.559 0.001 0.700
O 0.955 -1.236 1.063
H -2.466 -1.710 0.011
H -0.805 -1.348 0.464
H 0.324 0.300 -1.644
H -0.680 1.701 -1.402
H 1.026 1.974 0.189
H -0.140 1.194 1.247
H 2.264 -0.152 -0.134
H 2.154 0.383 1.542
H 1.622 -1.932 1.062